Entry 1:
{"formula": "C42H88Cl31InO2P", "method": "the ωB97M-V functional and the def2-TZVPD basis", "energy_ha": -16600.88316, "e_lumo_ha": 0.051, "largest_force_ev_per_a": 2.8, "homo_lumo_gap_ha": 0.1909, "charge": -1, "symbols": ["C", "C", "C", "Cl", "In", "C", "C", "C", "C", "C", "C", "C", "O", "C", "P", "C", "O", "H", "H", "H", "H", "H", "H", "H", "H", "H", "H", "H", "H", "H", "H", "H", "H", "H", "H", "H", "H", "H", "H", "H", "H", "H", "H", "H", "H", "Cl", "C", "C", "Cl", "H", "H", "H", "H", "Cl", "C", "C", "Cl", "H", "H", "H", "H", "Cl", "C", "C", "Cl", "H", "H", "H", "H", "Cl", "C", "C", "Cl", "H", "H", "H", "H", "Cl", "C", "C", "Cl", "H", "H", "H", "H", "Cl", "C", "C", "Cl", "H", "H", "H", "H", "Cl", "C", "C", "Cl", "H", "H", "H", "H", "Cl", "C", "C", "Cl", "H", "H", "H", "H", "Cl", "C", "C", "Cl", "H", "H", "H", "H", "Cl", "C", "C", "Cl", "H", "H", "H", "H", "Cl", "C", "C", "Cl", "H", "H", "H", "H", "Cl", "C", "C", "Cl", "H", "H", "H", "H", "Cl", "C", "C", "Cl", "H", "H", "H", "H", "Cl", "C", "C", "Cl", "H", "H", "H", "H", "Cl", "C", "C", "Cl", "H", "H", "H", "H"], "coordinates": [[-3.9999, 3.9013, -4.7752], [-2.5015, 3.4334, -4.2909], [-2.6167, 2.5580, -2.8708], [-3.0927, 3.5876, -1.4053], [-0.6629, 1.4324, -2.6613], [-1.0537, -0.3621, -1.3061], [-2.3424, -1.1686, -2.0036], [-1.7116, -2.0074, -3.2633], [-2.8120, -2.7293, -4.2406], [-2.4614, -2.3886, -5.8055], [-1.3788, -3.3960, -6.5126], [0.0573, -3.5336, -5.7335], [-0.0106, -4.7518, -4.9092], [0.8804, -4.6884, -3.7405], [1.3268, 2.8472, -1.9819], [0.9716, 3.9153, -0.4193], [2.6601, 1.7928, -1.4668], [-4.8509, 3.1536, -4.4046], [-4.1986, 4.9695, -4.3316], [-4.0376, 3.8594, -5.9517], [-2.0397, 2.6752, -5.0774], [-1.7317, 4.3036, -4.1505], [-3.5253, 1.8085, -3.0614], [-0.3006, 0.7392, -4.3164], [-1.2447, -0.0764, -0.1874], [-0.1267, -1.0923, -1.4604], [-3.1310, -0.3651, -2.3994], [-2.8877, -1.8517, -1.2176], [-1.0319, -2.8744, -2.8229], [-1.0469, -1.3122, -3.9702], [-2.7409, -3.8900, -4.0654], [-3.9127, -2.3087, -4.0492], [-2.1981, -1.2338, -5.9210], [-3.4820, -2.5240, -6.4100], [-1.1321, -2.9256, -7.5807], [-1.8267, -4.4745, -6.6926], [0.9420, -3.6970, -6.5093], [0.3560, -2.5566, -5.1272], [1.1300, -3.5975, -3.3720], [0.2946, -5.2068, -2.8389], [1.8707, -5.3035, -3.8674], [2.0187, 4.4123, -0.1332], [0.6085, 3.2574, 0.4849], [0.2516, 4.7937, -0.7033], [2.4884, 0.8568, -1.7846], [1.5058, 0.5263, 4.3674], [1.6887, 1.1137, 2.6956], [3.0702, 1.6947, 2.4388], [3.3316, 3.2210, 3.3198], [0.9005, 1.8486, 2.5056], [1.5190, 0.2556, 2.0386], [3.1873, 1.9198, 1.3749], [3.8615, 0.9963, 2.7284], [-2.7231, 1.9911, 5.3136], [-1.4904, 3.2218, 5.6866], [-1.5207, 4.3815, 4.7037], [-0.9755, 3.8988, 3.0777], [-0.5128, 2.7302, 5.7001], [-1.7021, 3.5855, 6.6963], [-0.8458, 5.1731, 5.0413], [-2.5252, 4.8063, 4.6122], [-4.8924, 7.2404, -2.4705], [-5.5987, 8.4226, -3.6004], [-6.8845, 7.9148, -4.2337], [-6.5917, 6.5660, -5.3602], [-4.8446, 8.6627, -4.3562], [-5.8022, 9.3292, -3.0231], [-7.3548, 8.7142, -4.8132], [-7.5997, 7.5759, -3.4777], [3.8232, -4.6194, 2.2378], [3.1919, -2.9834, 2.5511], [1.6721, -2.9513, 2.5871], [0.9555, -3.2435, 0.9824], [3.5912, -2.3126, 1.7842], [3.5928, -2.6699, 3.5194], [1.3284, -1.9651, 2.9119], [1.2693, -3.6974, 3.2792], [-3.9304, 4.9099, 2.3453], [-5.5893, 5.0013, 1.7026], [-6.1030, 6.4310, 1.6396], [-6.3744, 7.1196, 3.2602], [-6.2302, 4.3697, 2.3254], [-5.5628, 4.5719, 0.6968], [-7.0648, 6.4583, 1.1195], [-5.4079, 7.0860, 1.1051], [-1.8025, 4.1654, 9.4836], [-0.5698, 5.3961, 9.8565], [-0.6001, 6.5559, 8.8736], [-0.0549, 6.0732, 7.2477], [0.4078, 4.9045, 9.8700], [-0.7815, 5.7598, 10.8663], [0.0749, 7.3475, 9.2112], [-1.6046, 6.9807, 8.7821], [4.3624, 7.9520, 3.5890], [4.5568, 6.4664, 2.6254], [5.1802, 6.7409, 1.2660], [4.0835, 7.6481, 0.1944], [3.5751, 5.9923, 2.5303], [5.2029, 5.7979, 3.2018], [5.4048, 5.7965, 0.7621], [6.1116, 7.3085, 1.3568], [4.2587, -6.9437, -4.7586], [3.7274, -8.6381, -4.6171], [2.2398, -8.7509, -4.3229], [1.8327, -8.1747, -2.6869], [4.3296, -9.1192, -3.8403], [3.9546, -9.1215, -5.5717], [1.9285, -9.7980, -4.3757], [1.6424, -8.1812, -5.0414], [-3.2555, -11.1789, -2.8179], [-2.0228, -9.9483, -2.4449], [-2.0530, -8.7885, -3.4278], [-1.5078, -9.2712, -5.0538], [-1.0452, -10.4398, -2.4314], [-2.2345, -9.5846, -1.4352], [-1.3781, -7.9969, -3.0902], [-3.0576, -8.3637, -3.5194], [-2.8166, 6.5587, 12.8985], [-3.3480, 4.8644, 13.0401], [-4.8355, 4.7515, 13.3343], [-5.2426, 5.3278, 14.9702], [-2.7458, 4.3833, 13.8169], [-3.1208, 4.3810, 12.0854], [-5.1469, 3.7044, 13.2815], [-5.4330, 5.3213, 12.6158], [7.3156, -9.5690, -4.7767], [6.6727, -11.2238, -4.9237], [6.6032, -11.6866, -6.3705], [5.3657, -10.8040, -7.2997], [5.6893, -11.2500, -4.4444], [7.3445, -11.8755, -4.3575], [6.3324, -12.7456, -6.4097], [7.5635, -11.5614, -6.8804], [1.4594, -11.7358, -2.0917], [1.4237, -11.5039, -0.3258], [0.9449, -12.7471, 0.4072], [-0.7817, -13.0758, 0.1162], [0.7892, -10.6390, -0.1095], [2.4451, -11.2619, -0.0179], [1.0634, -12.6118, 1.4860], [1.5135, -13.6341, 0.1107], [0.2533, 8.2484, -1.6776], [1.4860, 9.4791, -1.3046], [1.4557, 10.6388, -2.2875], [2.0009, 10.1561, -3.9135], [2.4636, 8.9875, -1.2911], [1.2743, 9.8428, -0.2948], [2.1307, 11.4304, -1.9499], [0.4512, 11.0636, -2.3790], [-3.5672, 8.4778, 9.5947], [-5.2944, 8.1234, 9.3405], [-5.5080, 6.8332, 8.5649], [-4.9813, 6.9736, 6.8688], [-5.7454, 8.9800, 8.8302], [-5.7493, 8.0401, 10.3319], [-6.5724, 6.5825, 8.5456], [-4.9690, 5.9958, 9.0190], [10.1411, -9.6533, -7.5751], [9.9241, -8.0366, -6.8592], [11.2082, -7.5039, -6.2434], [11.6821, -8.4125, -4.7861], [9.1181, -8.0972, -6.1214], [9.5971, -7.3746, -7.6664], [11.0699, -6.4634, -5.9361], [12.0413, -7.5419, -6.9523]]}



Entry 2:
{"formula": "C18H20O3", "method": "the ωB97M-V functional and the def2-TZVPD basis", "smiles": "CC(C)(C)c1cc(OC(=O)Cc2ccccc2)ccc1O", "energy_ha": -923.63938, "e_lumo_ha": 0.027, "largest_force_ev_per_a": 0.8, "homo_lumo_gap_ha": 0.3355, "charge": 0, "e_above_lowest_kcal_mol": 0.00, "symbols": ["C", "H", "H", "H", "C", "C", "C", "C", "C", "C", "C", "O", "H", "H", "H", "O", "C", "O", "C", "C", "C", "C", "C", "C", "C", "H", "H", "H", "H", "H", "H", "H", "H", "C", "H", "H", "H", "C", "H", "H", "H"], "coordinates": [[-3.5081, 1.3585, -1.5935], [-3.3338, 0.6439, -2.3950], [-4.3944, 1.9400, -1.8378], [-2.6603, 2.0358, -1.5505], [-3.7195, 0.6192, -0.2631], [-2.4709, -0.2020, 0.0440], [-1.2687, 0.4871, 0.1617], [-0.0674, -0.1434, 0.4367], [-0.0223, -1.5157, 0.6028], [-1.2048, -2.2171, 0.4981], [-2.4204, -1.5920, 0.2269], [-3.5392, -2.3641, 0.1433], [-3.3007, -3.2850, 0.3075], [-1.1930, -3.2917, 0.6297], [0.9052, -2.0223, 0.8127], [1.0739, 0.6562, 0.4792], [1.9873, 0.4831, 1.4444], [1.8828, -0.2738, 2.3699], [3.1951, 1.3598, 1.1729], [4.1112, 0.5489, 0.2916], [3.9026, 0.5068, -1.0812], [4.7167, -0.2664, -1.8893], [5.7437, -1.0100, -1.3325], [5.9503, -0.9796, 0.0361], [5.1357, -0.2071, 0.8452], [5.2930, -0.1911, 1.9136], [6.7472, -1.5611, 0.4761], [6.3793, -1.6136, -1.9635], [4.5479, -0.2900, -2.9560], [3.0965, 1.0806, -1.5153], [2.8762, 2.2690, 0.6649], [3.6787, 1.5966, 2.1196], [-1.2436, 1.5574, 0.0368], [-3.9295, 1.6347, 0.8705], [-3.0886, 2.3157, 0.9640], [-4.0551, 1.1162, 1.8184], [-4.8239, 2.2235, 0.6790], [-5.0013, -0.2051, -0.3914], [-4.9206, -0.9334, -1.1922], [-5.8325, 0.4609, -0.6165], [-5.2246, -0.7294, 0.5322]]}



Entry 3:
{"formula": "C5H13N3O", "method": "the ωB97M-V functional and the def2-TZVPD basis", "energy_ha": -437.73403, "e_lumo_ha": 0.014, "largest_force_ev_per_a": 2.1, "homo_lumo_gap_ha": 0.2968, "charge": 0, "e_above_lowest_kcal_mol": 75.34, "symbols": ["C", "C", "C", "C", "N", "C", "N", "N", "O", "H", "H", "H", "H", "H", "H", "H", "H", "H", "H", "H", "H", "H"], "coordinates": [[0.1346, -1.0078, -0.4609], [-0.7902, -1.7832, -1.3656], [0.3904, -1.6687, 0.8607], [1.3557, -0.5255, -1.1966], [0.3274, 1.3797, 0.4194], [-0.9809, 1.2380, 0.4798], [0.8335, 2.5726, 0.9668], [-1.7858, 2.0927, 1.1920], [-1.4918, 0.1572, 0.0258], [1.2489, 2.3810, 1.8772], [1.5663, 2.9288, 0.3592], [-1.3855, 3.0154, 1.3000], [-2.7657, 2.0268, 0.9693], [-0.5369, -1.7582, 1.4274], [2.1124, -0.1129, -0.5330], [-1.1140, -1.1761, -2.2109], [-0.2369, -2.6487, -1.7582], [-1.6760, -2.1299, -0.8381], [0.7637, -2.6868, 0.6786], [1.1212, -1.1268, 1.4580], [1.8217, -1.3847, -1.7026], [1.0878, 0.2171, -1.9485]]}



Entry 4:
{"formula": "C3H7N5", "method": "the ωB97M-V functional and the def2-TZVPD basis", "smiles": "[H]/N=C1/NN/C(=N/[H])C1N", "energy_ha": -392.06966, "e_lumo_ha": -0.001, "largest_force_ev_per_a": 8.0, "homo_lumo_gap_ha": 0.3335, "charge": 0, "e_above_lowest_kcal_mol": 143.94, "symbols": ["C", "C", "C", "H", "H", "H", "H", "H", "H", "H", "N", "N", "N", "N", "N"], "coordinates": [[-0.1053, -0.3121, -0.3196], [0.0787, -0.6836, 1.1955], [-0.4225, 1.0932, -0.4333], [1.7538, -0.2726, -1.2030], [0.4686, -1.4488, -2.1543], [-0.9571, -0.7886, -0.9399], [1.6319, -1.9737, 0.9172], [-0.5326, 0.4201, 2.7576], [-2.0192, 1.6517, 0.6017], [0.1110, 1.1014, -2.1996], [0.8940, -0.9034, -1.1134], [0.8148, -1.6466, 1.7328], [-0.8852, 0.3162, 1.7248], [-0.8325, 1.4421, 0.8581], [0.0018, 2.0046, -1.4245]]}



Entry 5:
{"formula": "C24H20Cl3FeN4O5S", "method": "the ωB97M-V functional and the def2-TZVPD basis", "energy_ha": -4564.31999, "e_lumo_ha": [-0.019, -0.005], "multiplicity": 2, "largest_force_ev_per_a": 2.6, "s_squared": 0.844, "homo_lumo_gap_ha": [0.2679, 0.2818], "charge": 0, "e_above_lowest_kcal_mol": 0.78, "symbols": ["Fe", "C", "N", "C", "C", "C", "C", "C", "C", "N", "C", "C", "C", "C", "C", "C", "N", "C", "C", "C", "C", "C", "N", "H", "H", "H", "H", "H", "H", "H", "H", "H", "H", "H", "H", "H", "H", "H", "H", "H", "H", "Cl", "C", "C", "C", "Cl", "C", "O", "C", "Cl", "C", "H", "H", "O", "S", "O", "O", "O"], "coordinates": [[0.2865, 0.1526, -0.5113], [-2.4514, 0.1899, -1.6635], [-1.9245, 0.4703, -0.3103], [-2.4861, -0.5213, 0.6380], [-1.4673, -1.3497, 1.3624], [-1.8535, -2.2386, 2.3547], [-0.8884, -2.9994, 2.9867], [0.4367, -2.8551, 2.6036], [0.7388, -1.9497, 1.6060], [-0.1987, -1.2149, 0.9959], [-2.3191, 1.8313, 0.0901], [-1.7814, 2.2406, 1.4360], [-2.2720, 3.4022, 2.0300], [-1.7537, 3.7973, 3.2468], [-0.7791, 3.0095, 3.8468], [-0.3737, 1.8633, 3.1905], [-0.8556, 1.4826, 2.0067], [-1.8739, -1.0893, -2.2107], [-2.4383, -1.7408, -3.2955], [-1.7771, -2.8355, -3.8271], [-0.5912, -3.2606, -3.2473], [-0.1156, -2.5762, -2.1440], [-0.7516, -1.5239, -1.6377], [-2.1842, 1.0166, -2.3190], [-3.5472, 0.1201, -1.6379], [-3.1435, -1.2088, 0.0980], [-3.1125, -0.0150, 1.3753], [-2.8989, -2.3215, 2.6219], [-1.1650, -3.6958, 3.7674], [1.2268, -3.4273, 3.0676], [1.7497, -1.8047, 1.2578], [-3.4156, 1.9057, 0.1280], [-1.9619, 2.5179, -0.6761], [-3.0346, 3.9851, 1.5291], [-2.1036, 4.7034, 3.7241], [-0.3439, 3.2758, 4.7997], [0.3734, 1.2128, 3.6335], [-3.3622, -1.3771, -3.7254], [-2.1784, -3.3465, -4.6925], [-0.0356, -4.0976, -3.6450], [0.8077, -2.8551, -1.6510], [7.4453, 1.2248, -0.3806], [5.7991, 0.6779, -0.4924], [4.8704, 1.1206, 0.4294], [3.5663, 0.6679, 0.3334], [2.4035, 1.2328, 1.4947], [3.1401, -0.2188, -0.6635], [1.9215, -0.7065, -0.7644], [4.1271, -0.6249, -1.5795], [3.6697, -1.7179, -2.8418], [5.4377, -0.1972, -1.5022], [5.1526, 1.8066, 1.2144], [6.1623, -0.5345, -2.2288], [0.2199, 0.6702, -2.3474], [0.4324, 2.1662, -2.1248], [1.5763, 2.6643, -2.8149], [0.6947, 2.0028, -0.5881], [-0.7990, 2.8927, -2.3460]]}



Entry 6:
{"formula": "C4H11ClGaHfI", "method": "the ωB97M-V functional and the def2-TZVPD basis", "energy_ha": -2889.58306, "e_lumo_ha": -0.032, "largest_force_ev_per_a": 1.5, "homo_lumo_gap_ha": 0.2424, "charge": 0, "e_above_lowest_kcal_mol": 5.41, "symbols": ["Ga", "Cl", "C", "H", "H", "H", "Hf", "C", "C", "C", "H", "H", "H", "H", "H", "H", "H", "H", "I"], "coordinates": [[2.3267, 1.7015, -1.1373], [3.2017, -0.1050, -0.2749], [1.5024, 1.5498, -2.9030], [1.2689, 2.5822, -3.2021], [0.6049, 0.9373, -2.8264], [2.2370, 1.0105, -3.5867], [-1.1727, -0.6533, 0.9578], [-0.2145, -0.5260, 2.8965], [-0.9311, -2.6072, 0.0411], [-2.3992, 0.7549, 0.2048], [-1.7316, -2.7229, -0.6907], [0.0096, -2.8847, -0.4949], [-1.0512, -3.3630, 0.8306], [-0.6590, 0.2819, 3.4669], [-0.4209, -1.4740, 3.4058], [0.8837, -0.3811, 2.9820], [-2.9990, 0.5702, -0.6624], [-2.5261, 1.6753, 0.7358], [2.0704, 3.6536, 0.2568]]}